Entry 1:
# C25H41FeN2P

A structure of composition C25H41FeN2P at a distorted geometry (ωB97M-V/def2-TZVPD, OMol25).

```
! RIJCOSX wB97M-V def2-TZVPD def2/J DEFGRID3
* xyz 0 5
C 2.4082 -1.8822 -4.2098
C 2.8212 -0.6504 -3.7243
C 2.0866 0.0635 -2.7440
C 0.9877 -0.5689 -2.1313
C 0.4841 -1.7270 -2.7587
C 1.2007 -2.4068 -3.7524
C 2.7254 1.4062 -2.4507
C 1.9722 2.6982 -2.0342
N 0.6064 2.9361 -2.3517
Fe 0.2716 -0.5547 -0.2048
C -0.8426 -2.3211 -2.3368
P -1.9139 -1.0161 -1.6435
H 3.7367 -0.1982 -4.1165
H 0.8044 -3.3385 -4.1577
H 3.0125 -2.4154 -4.9417
H -0.7086 -3.1014 -1.5725
H -1.4132 -2.7466 -3.1692
H 3.5151 1.2444 -1.6908
H 3.2934 1.6871 -3.3542
H 2.0929 2.8379 -0.9460
C -3.3139 -1.6320 -0.7079
C -2.4389 -0.0893 -3.0891
H 2.5501 3.5300 -2.4988
C 0.0219 2.5643 -3.6053
C -0.1541 3.7160 -1.4290
H -1.0795 -1.3223 -0.1871
H 0.1103 3.3737 -4.3631
H 0.4897 1.6504 -4.0120
H -1.0570 2.3786 -3.4609
H -0.0189 4.7978 -1.5874
H -1.2192 3.4897 -1.5237
H 0.1646 3.4950 -0.4044
H -3.1938 -0.7034 -3.6098
H -2.8868 0.8776 -2.8002
H -1.6001 0.0931 -3.7824
H -3.8017 -2.4055 -1.3158
H -3.0131 -2.0717 0.2503
H -4.0044 -0.8065 -0.4915
H -1.1401 0.0879 -0.9488
C -2.4559 0.6675 5.3095
C -1.9424 -0.1848 4.1842
C -2.3900 -1.5055 4.0201
C -1.8527 -2.3336 3.0206
C -2.3761 -3.7212 2.7732
C -0.7844 -1.8660 2.2687
C -0.3573 -0.5172 2.3638
C -0.9848 0.3256 3.3097
N 0.6824 -0.0903 1.5245
C 1.8564 0.5830 2.1157
C 1.6305 2.0912 2.1877
C 2.1243 0.0454 3.5186
C 3.0898 0.3036 1.2526
H -3.5477 0.7572 5.2822
H -2.1855 0.2440 6.2886
H -2.0280 1.6742 5.2482
H -3.1734 -1.8917 4.6683
H -2.1426 -4.3924 3.6074
H -3.4612 -3.7308 2.6363
H -1.9172 -4.1434 1.8672
H -0.2119 -2.5541 1.6179
H -0.7162 1.3768 3.3884
H 0.5928 2.3397 2.4311
H 2.2802 2.5303 2.9623
H 1.8634 2.5775 1.2325
H 2.2179 -1.0403 3.5191
H 3.0646 0.4592 3.8949
H 1.3391 0.3215 4.2315
H 3.1594 -0.7647 0.9965
H 3.0742 0.8878 0.3190
H 3.9961 0.5821 1.8176
*
```

Output
LUMO level (spin up / spin down): 0.472 / 0.263 eV
⟨S²⟩: 6.022
HOMO energy (spin up / spin down): -6.661 / -7.273 eV
HOMO-LUMO gap (spin up / spin down): 7.133 / 7.536 eV

=====

Entry 2:
# C25H41InN3P2

A structure of composition C25H41InN3P2 at a distorted geometry (ωB97M-V/def2-TZVPD, OMol25).

```
! RIJCOSX wB97M-V def2-TZVPD def2/J DEFGRID3
* xyz 1 1
In 2.9707 -0.0577 -0.1072
C -1.6508 -0.8496 1.6308
C -1.2677 -1.9371 0.7828
C 0.5595 -1.3362 2.0488
C -0.5083 -0.4659 2.3838
C 0.1023 -2.2187 1.0383
C -3.0058 -0.2675 1.7574
H -3.5383 -0.2372 0.7958
H -2.9600 0.7570 2.1599
H -3.6296 -0.8525 2.4514
C -0.3992 0.5435 3.4584
H -1.2592 1.2213 3.4922
H 0.5055 1.1590 3.3517
H -0.3111 0.0448 4.4396
C 1.8645 -1.3577 2.7517
H 1.8273 -1.9939 3.6525
H 2.1630 -0.3582 3.0996
H 2.6876 -1.7314 2.1300
C 0.9224 -3.2850 0.4055
H 0.9299 -4.1873 1.0407
H 1.9680 -2.9670 0.2646
H 0.5293 -3.5756 -0.5777
C -2.1286 -2.7039 -0.1513
H -2.3800 -3.7176 0.2157
H -1.6106 -2.8433 -1.1160
H -3.0835 -2.1948 -0.3460
C -0.7615 2.0690 -1.6474
C -1.7382 1.1879 -1.4214
C -2.3801 0.2909 -2.4365
C -1.5272 -0.2624 -3.6085
C -0.2280 -0.8761 -3.2148
C 0.9212 -0.2305 -2.9834
C 1.2102 1.2367 -3.0973
C 0.0136 2.1936 -2.9250
H -3.2626 0.7882 -2.8844
H -1.4219 0.4716 -4.4372
H -2.7762 -0.6007 -1.9167
H -0.6579 2.0732 -3.7872
H -0.5068 2.8237 -0.8835
H -2.2380 1.1724 -0.4435
H 0.4172 3.2228 -2.9660
H 2.0311 1.5298 -2.4191
H 1.8080 -0.8335 -2.7394
H 1.6407 1.4089 -4.0976
H -2.1279 -1.0816 -4.0539
H -0.2309 -1.9792 -3.1280
P -0.1289 1.5481 -6.2266
C -0.3696 3.3581 -6.4749
C -1.4421 0.9417 -7.3843
P 2.1651 -0.3043 -6.7763
C 1.4136 1.3321 -7.2307
C 1.4362 -1.3276 -8.1401
C 3.8058 0.0028 -7.5603
H 0.4611 3.8927 -5.9981
H -1.2994 3.6575 -5.9718
H -0.4169 3.6243 -7.5401
H -1.4451 1.4772 -8.3498
H -2.4097 1.1137 -6.8839
H -1.3625 -0.1402 -7.5574
H 3.6951 0.2987 -8.6130
H 4.4141 -0.9080 -7.4724
H 4.2955 0.8070 -6.9964
H 2.1275 2.1047 -6.8964
H 1.2399 1.4435 -8.3182
H 1.9494 -2.3009 -8.1241
H 1.5739 -0.8528 -9.1263
H 0.3700 -1.5159 -7.9590
N 2.5438 2.1134 0.6837
C 2.8826 2.6022 1.7166
N 3.2620 3.2821 2.7374
C 3.1588 2.7316 3.9381
N 3.0956 2.2982 5.0324
*
```

Output
LUMO level (spin up / spin down): -6.251 / -6.245 eV
HOMO energy (spin up / spin down): -10.478 / -10.478 eV
HOMO-LUMO gap (spin up / spin down): 4.227 / 4.233 eV

=====

Entry 3:
# C25H42BrNOP2Sn

A structure of composition C25H42BrNOP2Sn at a distorted geometry (ωB97M-V/def2-TZVPD, OMol25).

```
! RIJCOSX wB97M-V def2-TZVPD def2/J DEFGRID3
* xyz 4 1
N -6.6324 5.1300 -3.6564
C -6.1754 5.4182 -2.4154
C -5.2595 4.6129 -1.7568
C -4.6945 3.4625 -2.4122
C -5.2575 3.1445 -3.6662
C -6.1994 4.0143 -4.2501
C -3.5823 2.7763 -1.7424
Sn 0.6726 -0.0961 -0.2598
P 3.1498 -0.3863 0.5005
C -2.6329 1.8547 -2.1321
C -1.3957 1.7592 -1.2992
C -0.0534 1.8846 -1.7407
C 1.0067 2.4121 -0.8703
C 0.6184 2.7185 0.4497
C -0.7069 2.6466 0.8398
C -1.6807 2.0108 0.0443
Br 1.1180 1.4272 2.5467
H -3.3625 3.2515 -0.7755
H -2.6935 1.4017 -3.1478
H -4.9914 4.9178 -0.7464
H -4.9614 2.2367 -4.1809
H -6.5510 6.3578 -1.9706
H -6.6264 3.8392 -5.2531
H 0.0755 1.6676 -2.8295
H -2.6695 1.7983 0.4525
H 2.0020 2.5263 -1.2633
H -1.0332 2.8971 1.8397
P -0.3567 -2.5366 0.5469
C 4.0065 1.2081 0.8963
C 5.5130 1.3552 0.6386
H 3.8548 1.2501 1.9931
H 3.4634 2.0664 0.4577
H 5.7431 2.3947 0.8986
H 6.1082 0.6918 1.2779
H 5.8270 1.2022 -0.3998
C 4.0544 -1.0949 -0.9329
C 5.2793 -1.9905 -0.7367
H 4.3929 -0.1747 -1.4449
H 3.3123 -1.5498 -1.6262
H 5.4736 -2.4559 -1.7040
H 6.1780 -1.4287 -0.4690
H 5.2334 -2.7800 0.0162
C 3.2849 -1.3981 2.0281
C 4.6553 -1.4769 2.7569
H 2.9090 -2.4036 1.7739
H 2.6050 -0.9560 2.7547
H 4.5252 -2.1353 3.6294
H 5.4873 -1.8322 2.1267
H 4.9974 -0.5274 3.2059
C -0.2918 -3.1467 2.2598
C -1.1121 -4.4454 2.3650
H -0.6877 -2.3376 2.9139
H 0.7815 -3.2933 2.5335
H -2.1345 -4.2246 2.7009
H -1.1516 -5.0081 1.4122
H -0.6554 -5.1025 3.1244
C 0.0275 -3.7157 -0.8142
C -0.1710 -3.1102 -2.2233
H -0.5451 -4.6511 -0.6867
H 1.0919 -3.9646 -0.6392
H -1.2281 -3.1357 -2.5213
H 0.1716 -2.0588 -2.2579
H 0.4396 -3.6740 -2.9460
C -2.0029 -1.7398 0.1800
C -2.7550 -1.2790 1.4185
H -2.6000 -2.3437 -0.5285
H -1.7839 -0.8021 -0.3945
H -3.4431 -0.4476 1.1608
H -3.2628 -2.1108 1.9463
H -2.0135 -0.8272 2.1495
O -1.5122 -0.2558 3.5554
H -2.3648 0.1007 3.9074
H -0.8275 0.4614 3.3915
*
```

Output
Energy above the lowest of the compared OMol25 structures with the same formula, charge and spin: 51.4 kcal per mole
LUMO level (spin up / spin down): -15.702 / -15.702 eV
HOMO energy (spin up / spin down): -19.174 / -19.176 eV
HOMO-LUMO gap (spin up / spin down): 3.472 / 3.473 eV

=====

Values of electronic energy, in order: -2691.55619 -2013.91469 -4576.97398, all in hartree.